Below is a 8-piece molecular cluster, C26H73N5O8 overall, with properties calculated with ωB97M-V with the def2-TZVPD basis set.

As for the expectation value of S²: 0.75. The largest force on an atom is 0.065 Eh/bohr. The energy relative to the best compared isomer or geometry (same formula, charge and spin) is 0.000 eV. Its highest occupied orbital energy (spin up / spin down) is -10.88 / -10.88 eV. Its net charge is +1. As for the spin multiplicity: 2.

Geometry as XYZ:
```
112
Properties=species:S:1:pos:R:3:forces:R:3
C -4.766798 -2.802333 0.440106 0.336 -0.434 0.478
H -2.484596 5.050397 2.723038 0.039 0.110 -0.267
C 0.017236 -0.747614 -0.385333 -0.134 0.829 1.260
N -5.812673 -3.419293 2.512367 -1.361 0.693 1.860
H 5.813098 -2.060185 -2.678547 -0.072 0.190 0.122
H -5.711584 -2.625040 -0.073743 -0.064 0.193 0.137
H 1.384620 8.724684 -1.805510 -0.208 -0.062 -0.439
H -2.597022 2.007586 2.774341 -0.213 -0.173 0.179
H -0.552554 -1.501325 3.102581 0.140 0.065 -0.170
H -0.660331 -5.168929 0.711785 -0.628 -0.400 -0.137
C -2.922544 4.315801 4.645819 -0.828 -0.759 -0.256
H 5.081421 -5.951507 -5.568689 -0.158 0.477 -0.224
H 2.229153 4.078939 -0.042634 -0.175 -0.165 -0.161
N 4.709173 -6.230928 -4.672333 0.030 -0.046 0.003
C 5.823510 -1.290283 -3.450060 0.540 1.347 -0.301
H 2.869149 -7.563704 -3.256727 -0.121 -0.054 -0.352
H 2.818182 -2.312949 -2.185291 0.483 0.194 0.170
H -0.360151 -1.420386 0.384774 -0.061 -0.439 -0.301
C 1.823271 5.017831 0.333965 0.996 1.209 -0.461
H 4.136437 -3.942605 -3.278898 0.314 -0.344 0.032
H 3.211688 1.158558 -2.380011 0.067 -0.186 -1.735
H -1.167426 -2.605266 5.177588 -0.277 0.002 -0.044
O 1.130591 6.734643 -2.111655 0.444 -0.320 0.178
H 0.498249 -2.913571 3.388010 -0.307 -0.165 -0.020
H 5.371073 -1.676188 -4.363561 -0.512 0.319 0.263
H 4.882786 -0.678147 -1.171635 -0.569 0.369 0.682
H -3.064686 -3.318105 2.520702 0.100 0.385 -0.331
H -0.356191 4.609974 3.807680 -0.269 1.211 -0.242
O 5.229497 -0.013390 -3.027876 -0.775 -0.535 -0.395
C 5.328146 0.199543 -1.640054 1.166 -0.174 -1.310
H 1.792323 4.955622 1.421748 0.026 0.054 -0.024
C 3.375003 -5.729083 -4.355848 -0.133 0.648 1.610
H -2.777278 3.452338 5.294982 0.476 -0.385 0.033
H -0.549936 3.156413 3.785974 -0.461 -1.150 -0.321
H 5.557605 2.338858 -1.218903 -0.048 0.215 -0.162
H 2.669946 -5.963617 -5.153338 -0.268 0.428 -0.129
O -0.536986 -0.682781 5.635778 -0.322 0.387 -0.116
C 0.700528 7.934766 -1.495412 0.398 0.227 -0.013
H 0.491162 2.477400 -0.084909 -0.941 0.928 0.412
H -0.641940 5.758313 -2.112704 -0.348 -0.401 0.205
H -2.334036 -0.625703 -2.979509 -0.075 0.111 -0.130
C -3.000882 -2.101578 -4.463277 0.562 0.162 -0.087
H -2.456601 2.968573 1.347349 -0.124 0.276 -0.024
H 4.524446 -7.216040 -4.796965 0.523 -0.405 0.135
H -6.040757 -4.195958 3.116396 0.131 -0.091 0.525
H 3.513000 -6.370742 -2.211256 0.264 0.515 -0.201
C 2.345615 -2.240180 -3.164822 -0.855 -1.306 0.293
C 3.409760 -4.183723 -4.054719 -0.464 -0.491 -0.605
C 4.324337 1.392242 0.266675 0.106 0.252 0.940
C 0.375621 5.589769 -1.760170 0.705 -0.078 1.524
C -0.275280 -1.979921 5.144257 0.173 -0.489 0.624
H -6.709666 -3.239439 2.084402 -0.174 0.483 -0.140
C -2.889834 2.966858 2.347558 0.425 0.486 1.055
H 0.825775 4.710042 -2.220100 -0.064 0.160 -0.547
C 4.777421 1.577870 -1.201181 0.170 -1.405 0.373
O -4.325279 4.484172 4.522569 0.053 0.022 -1.351
H 1.156101 -1.357181 3.645513 -0.142 0.393 0.112
H -1.126919 -3.624596 1.366545 -0.111 0.191 0.084
H -0.516601 4.143538 1.237839 0.225 0.338 0.540
H 3.739649 -3.786117 -5.014497 0.128 0.717 -0.044
H -2.703918 -1.605654 -5.387385 0.063 0.119 0.059
H 6.832575 -0.998453 -3.741141 0.294 -0.514 0.277
H -4.033810 -3.069356 -0.321169 0.043 -0.229 0.106
H -5.021509 -0.619074 -3.544531 -0.496 0.523 -0.280
C 2.913986 -6.483908 -3.114843 -0.790 -0.030 0.058
H -4.410194 -1.909936 0.954463 -0.196 0.285 -0.167
H 0.436178 -2.443038 5.827963 0.327 -0.281 -0.161
H -6.137981 4.389159 5.403233 0.055 -0.242 -0.126
H -1.012864 -0.806632 6.460284 -0.036 0.263 0.119
H -2.206089 -2.788485 -4.172484 0.040 -0.170 -0.070
C -1.326523 -4.694161 1.432119 -1.568 0.014 0.173
H -4.905954 5.082071 6.399014 0.255 -0.136 0.427
H 2.895816 -1.572814 -3.828146 0.002 -0.047 -0.185
C -2.266078 4.106089 3.221676 -2.024 0.414 0.289
C 0.463742 5.324672 -0.213345 -0.852 -0.306 0.504
N -0.332852 4.179214 0.245339 -0.721 -0.259 -2.137
H -1.213972 4.309130 -0.230958 -0.596 -0.552 0.169
H -4.900415 3.287424 6.083090 -0.054 -0.016 0.333
C -0.037393 0.604083 0.297730 -1.245 0.659 1.079
C 0.226618 -1.918545 3.740485 0.430 -0.137 -0.389
H -0.649309 -0.762548 -1.247652 0.503 -0.210 -0.183
H -2.568476 5.192049 5.188901 0.730 0.183 -0.233
H 2.497873 5.813693 0.018334 0.363 0.001 0.271
H 6.384441 0.182622 -1.371634 0.217 0.082 0.341
H 1.903878 -6.123285 -2.920611 -0.093 -0.209 0.328
C -4.936070 -3.887345 1.526597 1.795 -0.366 -1.654
O -4.210302 -0.140523 -3.730353 0.222 -0.294 0.554
H -3.667421 -1.729417 -2.534102 0.200 0.263 0.573
H 0.802043 7.941077 -0.410170 -0.171 -0.295 0.127
H 1.071396 -0.976467 -0.541793 -0.129 -0.296 -0.525
H -3.892458 -2.686107 -4.690263 -0.072 0.033 0.145
H -1.089842 -5.035960 2.439723 0.216 -0.050 0.065
C -3.244181 -1.113920 -3.327907 -0.429 -0.745 -0.748
H 3.624556 0.577589 0.453081 -0.293 0.103 -0.644
H 1.331119 -1.894574 -2.966174 0.090 0.353 -0.251
H 0.038174 6.213363 0.252709 0.345 0.227 0.202
H 2.847575 2.157023 -1.256404 -1.043 1.783 0.313
N -0.847807 3.944295 3.228645 1.722 -0.241 0.832
H -3.976009 3.046228 2.302612 0.140 -0.024 0.004
H -1.047666 1.011193 0.339128 -0.533 -0.409 -0.150
H -5.425474 -4.740288 1.056420 0.820 -0.666 -0.322
O -2.769414 -4.942425 1.204466 2.104 0.738 -0.198
C -3.541877 -4.230892 2.164041 -0.876 -0.597 -0.740
H -0.327895 8.167692 -1.771446 -0.105 0.128 -0.020
H 3.907019 2.308563 0.684160 0.144 0.012 0.049
O 2.154396 -3.568404 -3.660589 1.016 -0.374 -0.632
C -5.089338 4.282770 5.680981 -0.009 0.365 -0.195
H 0.243316 0.596688 1.350935 0.254 -0.733 0.277
O 0.726011 1.575231 -0.314100 2.613 -0.125 -2.086
N 3.595181 1.964762 -1.907718 -0.156 -2.322 1.402
H -3.598641 -4.865083 3.048730 -0.539 -0.133 0.251
H 5.198817 1.084294 0.839882 0.265 0.336 -0.021
```
Forces are in eV/Å.